1.
110
Properties=species:S:1:pos:R:3:forces:R:3 method="wB97M-V/def2-TZVPD" orbital_gap_ev=8.3580 charge=0 smiles="C#C[C@@](C#N)(CCCCCCCSc1nnco1)[C@](Br)(C#N)OB(O)O.O=S1(=O)OCCO1.O=S1(=O)OCCO1.O=S1(=O)OCCO1.O=S1(=O)OCCO1.O=S1(=O)OCCO1.O=S1(=O)OCCO1"
C -0.74116 4.30134 2.11650 0.6 -1.0 0.3
C -0.80895 3.09444 2.00438 0.4 -0.5 0.2
C -0.78507 1.54529 1.93973 0.4 0.9 -0.7
C 0.64920 1.07668 1.52099 -0.6 0.7 1.3
N 1.75481 0.74990 1.42017 -1.1 0.4 -0.2
C -1.25939 0.96651 3.31592 -0.2 0.4 0.2
C -0.27357 1.20197 4.51760 -0.3 -0.7 -0.2
C 0.87536 0.15563 4.66132 0.4 0.3 1.2
C 0.42266 -1.27281 5.11886 0.6 0.1 -0.8
C 0.01867 -2.08849 3.84189 0.1 0.1 0.1
C 0.65576 -3.51076 3.69473 -1.6 0.1 -0.9
C 0.44852 -3.89213 2.16332 -0.2 0.8 0.3
S 2.02520 -4.37450 1.36151 0.0 0.5 -1.1
C 2.37706 -3.10288 0.13375 1.7 1.9 -1.3
N 3.59029 -2.69984 -0.25714 -0.8 -1.8 1.9
N 3.50201 -1.75746 -1.21739 -3.3 0.6 -0.6
C 2.18162 -1.55529 -1.41131 3.0 -0.5 0.6
O 1.46736 -2.37169 -0.60020 -0.9 -0.3 0.2
C -1.77917 1.05067 0.74937 -0.1 2.4 -0.4
Br -1.06878 -0.65261 0.04813 -0.5 0.4 -0.1
C -1.70173 2.16984 -0.33397 0.2 -1.6 0.6
N -1.61191 3.00853 -1.11434 -0.1 -0.2 0.1
O -3.11587 1.00712 1.15652 0.8 -1.2 -0.4
B -3.75698 -0.26905 0.99237 -0.7 -1.1 -0.1
O -4.36144 -0.63659 -0.20857 0.9 0.3 1.5
O -3.85939 -1.19243 2.04734 1.8 3.0 -1.1
H -0.48140 5.34065 2.33228 -0.6 -0.9 -0.4
H -2.20272 1.51143 3.57104 0.7 -0.4 -0.5
H -1.55715 -0.09029 3.14994 0.4 0.6 0.4
H 0.10058 2.25130 4.49301 -0.1 -0.7 -0.2
H -0.89473 1.12538 5.44756 0.5 0.1 -0.7
H 1.50865 0.03059 3.75961 -0.5 0.3 0.5
H 1.55758 0.54558 5.46257 -0.5 -0.2 -0.7
H -0.35472 -1.22521 5.91179 0.4 -0.1 -0.6
H 1.32862 -1.76300 5.56049 -0.8 0.3 -0.2
H -1.08780 -2.20439 3.74754 0.7 0.0 0.1
H 0.33650 -1.48191 2.95380 -0.2 -0.5 0.7
H -0.00055 -4.22075 4.25896 0.9 0.5 -0.1
H 1.71322 -3.57619 4.01895 -0.7 0.1 -0.2
H 0.07867 -2.99505 1.60683 0.3 -0.7 0.4
H -0.35031 -4.66041 2.06450 0.9 0.2 -0.2
H 1.76160 -0.84544 -2.15738 0.0 -1.0 1.3
H -4.44648 -1.61267 -0.13879 -0.4 0.5 -0.4
H -3.01365 -1.61850 2.25065 -0.2 0.2 0.2
C -0.51387 1.79966 -4.31009 0.2 0.4 0.5
C 0.56431 2.30045 -5.24954 -0.5 0.3 -0.4
O 1.53995 1.25211 -5.27621 -0.1 -0.5 0.5
S 0.79844 -0.16757 -5.09668 -0.5 0.9 -0.1
O 0.60891 -0.74001 -6.38269 0.2 -0.3 0.4
O 1.43031 -0.86863 -4.02844 0.0 0.0 -0.9
O -0.61860 0.39542 -4.58066 0.5 -0.2 -0.5
H -0.21985 1.92529 -3.26528 0.0 0.1 -0.1
H -1.46931 2.29190 -4.47751 -0.1 -0.3 0.0
H 1.01080 3.23268 -4.91136 0.2 -0.2 0.1
H 0.17863 2.42936 -6.26386 0.0 0.0 0.0
C -6.30239 -4.10339 5.01390 -0.5 -0.2 -0.1
C -5.68637 -5.43840 4.64290 0.2 -0.1 0.5
O -5.02060 -5.19981 3.40088 -0.1 0.6 -0.1
S -4.47720 -3.67741 3.37128 -0.9 -0.6 0.2
O -3.10152 -3.68426 3.74718 -0.1 0.3 -0.3
O -4.92998 -3.04992 2.18744 -0.7 -2.3 0.4
O -5.33615 -3.12469 4.61841 0.5 -0.3 -0.2
H -7.22214 -3.92068 4.45340 0.0 0.0 0.0
H -6.50728 -4.02600 6.07973 0.2 0.2 0.0
H -6.42967 -6.22507 4.53504 0.1 0.0 -0.3
H -4.93653 -5.74563 5.37654 -0.1 0.0 0.0
C 5.72039 2.18944 1.04055 -0.2 -0.6 -0.3
C 4.88558 1.67420 2.20087 -0.2 0.3 -0.2
O 5.83854 1.44490 3.25029 0.6 0.2 -0.2
S 7.03290 2.52130 3.12880 -0.6 -0.1 -0.3
O 6.76641 3.58835 4.03255 0.4 -0.1 -0.1
O 8.27175 1.82480 3.11542 -0.2 0.2 0.3
O 6.70797 3.03627 1.63757 -0.1 0.0 0.6
H 6.24288 1.38663 0.51508 -0.1 -0.1 0.1
H 5.10853 2.74152 0.33328 0.2 0.3 0.1
H 4.35420 0.75777 1.95755 0.2 -0.1 0.2
H 4.17087 2.42657 2.54260 0.0 0.0 -0.1
C -7.50113 -1.58867 -3.20189 -0.5 0.0 -0.2
C -7.97549 -1.87922 -1.79213 0.2 0.5 0.3
O -7.56949 -3.22811 -1.54097 0.2 -0.2 -0.6
S -6.19582 -3.52398 -2.33259 -0.4 0.4 -0.1
O -5.11121 -3.35647 -1.42712 0.1 -0.2 -0.2
O -6.36741 -4.69884 -3.10930 0.2 0.1 0.4
O -6.23416 -2.24228 -3.30931 0.1 -0.2 0.6
H -8.17387 -2.02404 -3.94469 0.0 0.0 0.0
H -7.39607 -0.52224 -3.39040 0.3 -0.1 0.0
H -9.05311 -1.77657 -1.68573 0.0 -0.3 0.0
H -7.47537 -1.23371 -1.06529 0.0 0.0 0.0
C 1.33815 6.88811 -0.32790 0.1 0.4 0.3
C 2.51224 7.20684 -1.23455 -0.3 0.1 -0.4
O 3.45220 6.15605 -0.99314 -0.2 -0.3 0.5
S 2.65201 4.79908 -0.64726 -0.3 0.5 -0.2
O 2.55938 4.02531 -1.83691 0.0 -0.2 0.4
O 3.13865 4.27694 0.58066 0.2 -0.2 -0.4
O 1.21606 5.46509 -0.37096 0.3 -0.1 -0.4
H 1.54268 7.18400 0.70436 0.0 0.0 0.0
H 0.41607 7.35935 -0.66268 0.0 -0.3 -0.1
H 2.95575 8.17591 -1.01730 0.2 -0.2 0.1
H 2.22200 7.16837 -2.28748 0.0 0.0 0.0
C 4.75012 -1.63779 -6.80127 0.2 -0.3 0.5
C 4.74962 -0.24452 -6.20681 -0.6 0.1 0.0
O 5.90350 0.39319 -6.76238 0.3 -0.5 -0.4
S 6.15784 -0.17754 -8.25003 -0.3 -0.1 0.4
O 5.59156 0.73268 -9.18483 0.3 -0.2 0.0
O 7.50443 -0.62160 -8.33599 -0.2 0.3 -0.1
O 5.19004 -1.46466 -8.15219 0.1 0.6 -0.1
H 5.46494 -2.28652 -6.28973 0.0 0.0 0.0
H 3.76382 -2.09732 -6.77721 0.0 0.1 -0.3
H 4.80383 -0.25606 -5.12013 0.2 0.1 -0.1
H 3.86731 0.31952 -6.52057 0.0 -0.1 0.0


2.
80
Properties=species:S:1:pos:R:3:forces:R:3 method="wB97M-V/def2-TZVPD" orbital_gap_ev=0.9962 charge=+4
C 7.14684 -1.63727 2.35434 0.7 -0.1 0.4
C 7.90514 -0.78255 1.17552 -0.7 -0.4 1.2
C 7.19010 -0.86964 -0.29789 0.8 0.3 -0.7
C 5.63542 -1.47986 -0.23675 0.2 0.1 -0.4
C 4.93998 -1.30276 -1.73937 0.6 0.8 0.0
C 3.57916 -2.20657 -1.89996 0.1 -1.0 0.0
C 2.58012 -1.74100 -3.11593 0.3 -0.4 -0.2
C 2.11375 -0.17191 -3.02168 -0.1 -0.5 0.4
C 0.46607 -0.12327 -2.85092 0.4 0.2 -0.7
C 0.13441 -0.32812 -1.24738 1.6 -1.3 -0.7
N -1.21434 0.26152 -0.82472 -4.3 0.6 1.6
C -2.28016 -0.78165 -0.43192 -1.7 3.4 0.6
C -3.79199 -0.38857 0.06571 1.9 2.5 -1.3
C -4.84729 -1.56175 0.50901 0.8 0.3 1.0
C -5.73011 -2.13059 -0.77144 0.1 3.9 -6.3
O -5.67766 -1.39034 -1.90434 -0.2 -4.9 7.6
N -6.51772 -3.42141 -0.72729 1.8 1.6 2.6
C -5.54795 -4.58135 -0.77715 1.0 -0.2 -1.3
C -7.46668 -3.49477 0.44861 -0.7 -1.3 0.9
C -4.21424 1.19485 0.10510 3.3 -1.2 -1.3
C -5.72224 1.66817 0.54281 -3.0 3.7 3.6
O -6.03732 2.59678 1.44896 3.0 -6.0 -6.0
O -6.85498 0.97958 -0.15348 0.9 1.5 3.4
C -8.10127 1.16405 0.61228 -4.8 1.5 2.1
O -9.13443 1.87579 0.12223 6.5 -4.7 3.1
O -8.28971 0.56532 1.95693 1.2 2.9 -7.2
C -3.02449 2.28635 -0.33024 0.6 -5.2 0.6
Br -3.58342 4.22633 -0.26183 0.6 -1.1 -0.1
C -1.49785 1.77712 -0.78212 -2.5 -0.8 0.9
C -0.36484 2.90129 -1.15032 0.3 0.4 -0.5
C 1.01839 2.81679 -0.27777 0.9 -0.3 -1.5
N 0.87664 2.22570 1.10610 -1.0 3.4 0.6
C 2.25510 2.27546 1.75235 1.6 -0.3 2.3
C 2.73082 3.76930 2.23084 0.7 0.7 -0.5
C -0.02599 3.03709 2.00867 -1.7 2.5 0.6
C -0.62309 2.22933 3.34620 0.2 -1.1 -1.1
O -0.41545 4.30638 1.80730 1.0 -5.7 0.0
H 6.05276 -1.23766 2.59688 2.3 -0.8 -0.6
H 7.12233 -2.80155 2.14193 0.0 2.5 0.3
H 7.76977 -1.48802 3.34269 -1.3 -0.3 -1.9
H 8.01900 0.32134 1.55810 -0.3 -2.1 -1.0
H 8.98880 -1.25309 1.05438 -2.0 0.9 0.1
H 7.21517 0.21546 -0.76158 -0.2 -2.2 0.8
H 7.86925 -1.54088 -0.98973 -1.7 1.2 1.2
H 5.04929 -0.81575 0.54858 1.1 -1.6 -1.5
H 5.68229 -2.61511 0.07194 -0.3 2.4 -0.5
H 5.71629 -1.57615 -2.59827 -1.7 0.4 1.9
H 4.74949 -0.13284 -1.85534 0.2 -2.5 0.2
H 2.95338 -2.28657 -0.89709 1.4 0.4 -1.8
H 3.94486 -3.31619 -2.13467 -0.9 2.4 0.5
H 3.12333 -1.99654 -4.13087 -1.2 0.8 2.0
H 1.60616 -2.42169 -3.09431 2.1 1.3 0.1
H 2.51121 0.45385 -3.92749 -1.1 -1.2 1.7
H 2.58883 0.28267 -2.05125 -0.8 -0.7 -1.8
H -0.00123 -1.00638 -3.50342 0.9 1.9 1.7
H 0.01353 0.87073 -3.30365 0.9 -1.9 1.2
H 0.09811 -1.50959 -1.07947 -0.2 2.7 -0.1
H 1.02647 0.04037 -0.54483 -2.3 -0.4 -1.5
H -1.99238 -1.93087 -0.46533 -0.4 2.8 -0.1
H -4.20312 -2.40828 1.04166 -1.5 1.6 -1.3
H -5.53331 -1.11523 1.37780 1.3 -1.0 -2.1
H -6.05657 -5.54502 -1.20640 0.7 1.8 1.0
H -4.69465 -4.27602 -1.55393 -1.8 -0.8 1.8
H -5.12030 -4.76532 0.30224 -0.7 0.1 -2.0
H -8.58120 -3.34360 0.12580 2.0 -0.1 0.4
H -7.23925 -2.74684 1.31977 -0.3 -1.1 -1.8
H -7.38425 -4.58591 0.91596 -0.3 2.3 -1.1
H -0.75754 4.02254 -1.04515 0.3 -2.8 -0.1
H -0.04527 2.80594 -2.29641 -0.9 0.0 2.5
H 1.75325 2.08911 -0.87408 -1.6 1.6 1.5
H 1.54658 3.87494 -0.30733 -1.3 -2.1 0.1
H 3.07858 1.81994 1.05636 -2.0 0.8 1.0
H 2.23448 1.60196 2.73620 0.0 1.3 -2.3
H 2.21795 4.65508 1.61645 1.1 -2.1 1.2
H 3.90088 3.84237 2.02160 -2.6 0.0 0.7
H 2.52532 3.99482 3.37076 0.4 -0.7 -2.4
H -0.65057 1.06610 3.08207 0.2 2.6 0.5
H -1.75299 2.51629 3.56774 2.6 -0.2 -0.4
H 0.08095 2.32851 4.27567 -1.4 0.2 -1.8
Zr -3.03443 6.14933 1.70558 0.9 -1.3 -0.2


| no. | LUMO level (eV) | E (a.u.) |
| --- | --- | --- |
| 1 | -0.25 | -8765.73560 |
| 2 | -16.11 | -4288.09035 |